Record 1
A cluster of 12 separate species, C6H35NO11 in total at a distorted geometry, computed with ωB97M-V with the def2-TZVPD basis set.

Structure (XYZ):
```
53
C6H35NO11 | OMol25 | ωB97M-V with the def2-TZVPD basis set
C -0.8939 -0.1574 1.7161
C 0.1463 -0.9440 0.8434
C 1.1324 -1.7663 1.6834
C 2.2328 -0.8560 2.1405
C 3.1915 -0.5769 1.0693
C 3.2423 -0.9662 -0.1934
N -1.8986 -0.9973 2.4918
H -0.3749 0.3561 2.4909
H -1.4770 0.5906 1.1673
H 0.7016 -0.1198 0.4383
H -0.2953 -1.6471 0.0983
H 0.6187 -2.3386 2.5665
H 1.6334 -2.5021 0.9994
H 2.8144 -1.2497 3.0060
H 1.8096 0.0332 2.5446
H 4.1152 0.0007 1.5527
H 3.8496 -0.8724 -1.0147
H 2.4406 -1.6521 -0.6229
H -1.5734 -1.6233 3.2072
H -2.6001 -0.4861 2.9760
H -4.2014 -0.7015 -1.2821
H -2.9029 -0.9050 -2.0452
O -3.3479 -0.3002 -1.4750
H 0.3859 -2.7280 -2.4388
H -0.5774 -3.6153 -1.3888
O 0.2171 -3.6108 -1.9430
H -0.5647 0.6422 -3.0460
H 0.9300 0.1108 -3.4198
O -0.0538 0.0577 -3.6336
H -2.7746 -3.8379 0.1470
H -2.6598 -3.0372 1.3637
O -2.9234 -3.9498 1.0536
H -2.5701 2.2550 -2.9236
H -2.2997 1.1771 -1.6850
O -1.9328 1.8159 -2.3473
H -0.0665 1.5483 3.7062
H -0.6255 3.0263 3.6707
O -0.8417 2.0906 3.9765
H 2.8998 2.4955 0.7304
H 1.4806 2.6357 0.6209
O 2.1589 3.0943 1.0583
H 0.1770 4.3211 1.3461
H 1.4345 4.0603 2.3384
O 0.5149 4.4908 2.3557
H -2.1689 -1.9874 -3.8269
H -1.1780 -1.1654 -3.2226
O -1.8012 -1.9072 -2.9933
H -0.4745 2.4092 -1.4415
H 0.9156 3.2283 -1.3425
O 0.4639 2.3870 -1.4233
H 2.4915 1.5244 -2.6781
H 2.0386 0.6289 -1.3963
O 2.2496 0.5824 -2.4028
```

Results
DFT total energy in a.u.: -1131.88783
Molecular weight in g mol⁻¹: 297.3
SMILES string: C=CCCCCN.O.O.O.O.O.O.O.O.O.O.O
Gap between HOMO and LUMO in eV: 9.1100
E_LUMO in eV: -0.20

Record 2
A cluster of 2 separate species, C15H15N3O2 in total at a distorted geometry, computed with ωB97M-V with the def2-TZVPD basis set.

Structure (XYZ):
```
35
C15H15N3O2 | OMol25 | ωB97M-V with the def2-TZVPD basis set
N 0.1163 1.4364 -0.1914
C 0.2649 0.5001 -1.1019
C 0.2668 -0.5260 -2.4169
C 1.1427 -1.8705 -2.0640
C 1.8320 -1.7488 -0.5679
N 2.4294 -1.4905 0.5685
O 0.4260 -3.1418 -2.2525
C -0.5168 -3.4193 -1.1536
O -0.2923 -4.2489 -0.1202
C -2.0286 -2.7058 -1.1760
C -2.6943 -1.9490 0.1457
C -4.1950 -1.2347 -0.0358
C -4.9605 -1.3098 -1.5200
C -4.3005 -2.0985 -2.8114
C -2.8097 -2.7977 -2.6451
H -0.8391 -0.7279 -2.7436
H 0.8060 0.0954 -3.2817
H 2.0537 -1.8787 -2.8342
H -2.1232 -1.9140 1.1771
H -4.7367 -0.6590 0.8573
H -6.0226 -0.8196 -1.6936
H -4.8072 -2.2098 -3.8713
H -2.3395 -3.3416 -3.5959
C 2.6839 1.7807 2.6557
C 2.0226 3.1414 2.4609
C 3.0218 4.2994 2.4981
C 3.7208 4.3313 3.8475
N 4.3007 4.3578 4.9669
H 3.1625 1.7006 3.6369
H 1.9372 0.9829 2.5930
H 3.4426 1.5993 1.8858
H 1.2624 3.2808 3.2393
H 1.5017 3.1487 1.4972
H 2.5013 5.2499 2.3403
H 3.7708 4.1870 1.7067
```

Results
DFT total energy in a.u.: -894.75513
Molecular weight in g mol⁻¹: 269.3
SMILES string: N#CC[C@@H](C#N)OC(=O)c1ccccc1.CCCC#N
Gap between HOMO and LUMO in eV: 8.2466
E_LUMO in eV: -1.21

Record 3
A structure of composition C26H64B3N4O11PSSi2 at a distorted geometry, computed with ωB97M-V with the def2-TZVPD basis set.

Structure (XYZ):
```
112
C26H64B3N4O11PSSi2 | OMol25 | ωB97M-V with the def2-TZVPD basis set
N -5.8012 6.4187 -6.1659
C -5.9887 5.4854 -5.3267
C -5.0965 5.1029 -4.1894
Si -4.3576 3.3659 -4.4811
O -3.2667 3.1280 -3.2046
Si -2.8964 1.6715 -2.5041
S -4.1388 1.1644 -0.8489
P -2.8871 -0.0981 -3.9339
N -4.1320 -1.0715 -3.8054
B -1.0457 1.8920 -1.6950
N 0.1145 1.5248 -2.5015
O -0.8507 2.3905 -0.4562
B -5.9197 2.0876 -4.5447
N -7.0242 2.0082 -3.5755
O -5.9441 1.2797 -5.6212
B -3.2873 3.4515 -6.1974
O -3.8482 3.7063 -7.4054
O -1.9267 3.2317 -6.1331
H -4.9313 6.9102 -5.9587
H -6.8942 4.8897 -5.4499
H -5.7107 5.0525 -3.2896
H -4.3022 5.8373 -4.0832
H -5.1315 0.3942 -1.3071
H -2.6815 0.3810 -5.2440
H -1.6768 -0.7688 -3.6595
H -4.7798 -0.7329 -3.1065
H 0.4550 0.5870 -2.3134
H -0.0820 1.5511 -3.4938
H 0.0947 2.5757 -0.3862
H -7.3244 2.9463 -3.3275
H -6.7597 1.5838 -2.6938
H -6.6532 0.6285 -5.5427
H -3.2369 4.2037 -7.9563
H -1.6024 3.4180 -5.2507
C -12.4741 2.5656 -2.7741
C -11.7421 1.5054 -1.9524
C -10.3434 1.5611 -2.5544
O -10.1464 2.9108 -2.9827
C -11.3873 3.6179 -2.9523
H -13.3658 2.9596 -2.2896
H -12.7653 2.1547 -3.7428
H -11.7144 1.7990 -0.9009
H -12.1879 0.5144 -2.0170
H -10.2564 0.9045 -3.4257
H -9.5615 1.2933 -1.8437
H -11.3733 4.3189 -2.1104
H -11.4925 4.1891 -3.8750
C -1.7653 -1.6860 1.3874
C -0.9059 -2.5125 2.3423
C 0.4457 -2.4884 1.6443
O 0.5141 -1.2341 0.9481
C -0.7758 -0.6237 0.9293
H -2.6559 -1.2602 1.8468
H -2.0793 -2.3020 0.5416
H -0.8376 -2.0149 3.3132
H -1.2767 -3.5239 2.4977
H 0.5247 -3.2988 0.9111
H 1.2851 -2.5617 2.3349
H -0.7680 0.2310 1.6148
H -0.9820 -0.2479 -0.0724
C -1.3454 -8.1690 1.0880
C -2.8291 -7.9599 1.3880
C -2.8314 -6.5433 1.9485
O -1.7631 -5.8533 1.2979
C -0.9336 -6.7855 0.6015
H -1.1510 -8.9479 0.3529
H -0.8093 -8.4232 2.0046
H -3.4085 -8.0017 0.4636
H -3.2443 -8.6877 2.0830
H -2.6441 -6.5435 3.0281
H -3.7642 -6.0111 1.7602
H -1.1081 -6.6750 -0.4740
H 0.1116 -6.5532 0.8074
C 4.2716 -2.8744 6.1810
C 4.2058 -1.4327 5.6821
C 3.8116 -1.6276 4.2263
O 3.0133 -2.8150 4.1810
C 3.1135 -3.5131 5.4230
H 4.1732 -2.9721 7.2611
H 5.2178 -3.3291 5.8804
H 3.4239 -0.8869 6.2161
H 5.1399 -0.8882 5.7924
H 4.6943 -1.7764 3.5970
H 3.2342 -0.7929 3.8263
H 2.1705 -3.3970 5.9692
H 3.2674 -4.5738 5.2220
C 8.5525 0.8177 3.7593
C 9.0808 0.3519 5.1144
C 7.9908 -0.6188 5.5479
O 7.4568 -1.1937 4.3521
C 7.9261 -0.4597 3.2174
H 9.3219 1.2219 3.1032
H 7.7875 1.5842 3.8989
H 10.0284 -0.1759 4.9884
H 9.2342 1.1597 5.8275
H 7.1850 -0.0941 6.0731
H 8.3619 -1.4155 6.1931
H 8.6660 -1.0705 2.6888
H 7.0886 -0.2732 2.5444
C 12.6606 1.8117 0.6445
C 11.5482 1.9831 -0.3893
C 10.6705 3.0342 0.2785
O 11.5432 3.8523 1.0574
C 12.8299 3.2388 1.1510
H 13.5808 1.3980 0.2359
H 12.3239 1.1602 1.4540
H 11.9599 2.3718 -1.3228
H 11.0092 1.0639 -0.6124
H 9.9362 2.5697 0.9469
H 10.1364 3.6597 -0.4369
H 13.5335 3.7997 0.5266
H 13.1720 3.2878 2.1850
```

Results
DFT total energy in a.u.: -3469.01866
Molecular weight in g mol⁻¹: 760.5
Gap between HOMO and LUMO in eV: 8.7740
E_LUMO in eV: 0.10

Record 4
A structure of composition C8H18N2O2 at a distorted geometry, computed with ωB97M-V with the def2-TZVPD basis set.

Structure (XYZ):
```
30
C8H18N2O2 | OMol25 | ωB97M-V with the def2-TZVPD basis set
C 1.8199 3.5713 -0.3353
C -2.3409 -3.0174 1.2230
C 1.3185 2.7343 0.8579
C -1.9519 -2.2839 -0.0262
C 0.4140 1.3887 0.7183
C -0.8172 -1.2940 0.2028
C 0.8556 0.5873 -0.4813
C -0.2055 -0.5355 -0.9454
N 0.1144 -1.9264 -3.0281
N 0.6960 -1.8916 -1.9086
O 0.4610 -2.8046 -3.8162
O -1.0138 0.0087 -1.8812
H 2.7614 3.0444 -0.8733
H 1.1320 3.8261 -1.0525
H 2.2172 4.4963 -0.0379
H -2.2428 -4.0357 1.1281
H -3.3640 -2.9222 1.5297
H -1.6117 -2.6406 2.1046
H 2.2246 2.2595 1.4563
H 0.7536 3.4273 1.6675
H -2.8291 -1.6008 -0.5094
H -1.7461 -2.8646 -0.8670
H -0.6049 1.6742 0.5959
H 0.5604 0.8754 1.6735
H -1.0823 -0.4996 1.0300
H -0.1009 -1.9086 0.7174
H 1.7819 -0.0029 -0.2495
H 1.0179 1.1685 -1.4719
H 1.3735 -2.5345 -1.4910
H -1.1897 -0.5706 -2.6836
```

Results
DFT total energy in a.u.: -575.42134
Molecular weight in g mol⁻¹: 174.2
Gap between HOMO and LUMO in eV: 9.7437
E_LUMO in eV: 0.78

Record 5
A cluster of 4 separate species, H8O4 in total, computed with ωB97M-V with the def2-TZVPD basis set.

Structure (XYZ):
```
12
H8O4 | OMol25 | ωB97M-V with the def2-TZVPD basis set
O 0.5446 0.2558 0.6102
H -0.3810 0.4441 0.8387
H 1.0635 0.8842 1.1194
O -0.7493 -2.2996 -0.6665
H -0.5891 -1.3780 -0.4387
H -0.0010 -2.7656 -0.2835
O 2.3996 0.5480 -1.6703
H 1.7474 0.1421 -1.0826
H 3.2524 0.3436 -1.2780
O -2.1020 1.1061 1.0793
H -3.0072 0.8236 1.2385
H -2.1780 1.8956 0.5337
```

Results
DFT total energy in a.u.: -305.75314
Molecular weight in g mol⁻¹: 72.1
SMILES string: O.O.O.O
Gap between HOMO and LUMO in eV: 11.3144
E_LUMO in eV: 0.34

Record 6
A structure of composition C53H117F6N13O26P4V at a distorted geometry, computed with ωB97M-V with the def2-TZVPD basis set.

Structure (XYZ):
```
220
C53H117F6N13O26P4V | OMol25 | ωB97M-V with the def2-TZVPD basis set
O -0.7953 2.6951 2.9075
V 0.1195 2.1706 1.7250
C 1.4256 5.2449 1.3859
O 0.4258 5.2148 2.4090
O 1.3450 3.8927 0.9010
C 1.4229 6.5608 0.4576
F 1.4520 7.6906 1.1484
F 2.3824 6.6843 -0.4299
F 0.2084 6.5693 -0.1787
C 0.1814 6.3511 3.2845
C -0.8537 5.9943 4.3958
H -0.9708 6.8464 5.0653
H -1.8171 5.8833 3.8981
H -0.5838 5.1137 4.9787
H -0.2242 7.2299 2.7832
H 1.0973 6.6857 3.7715
H 2.2879 5.3609 2.0425
C 0.0389 -0.5641 0.7567
O 0.9384 0.4797 0.3485
O -0.7390 0.0918 1.7446
C -0.7768 -1.3237 -0.3897
F -1.5423 -2.3520 -0.0030
F -1.5315 -0.5373 -1.1236
F 0.0526 -1.8919 -1.2578
C 1.7522 0.3726 -0.7805
C 2.7490 1.4786 -0.8009
H 3.2043 1.7808 0.1422
H 3.6155 1.2201 -1.4097
H 2.3301 2.3675 -1.2726
H 1.1584 0.3523 -1.6944
H 2.3115 -0.5596 -0.8606
H 0.7870 -1.2235 1.1968
C -3.9404 -0.9435 -3.5815
N -5.0837 -1.4495 -2.7902
O -5.0230 -2.5725 -2.2800
O -5.9770 -0.6600 -2.5985
H -3.7724 -1.5367 -4.4804
H -3.0479 -0.8837 -2.9587
H -4.0635 0.1008 -3.8685
C -3.7480 -5.1575 -0.5621
C -3.0823 -5.7569 -1.8337
C -2.5364 -4.6656 -2.7160
O -1.2043 -5.0770 -2.8769
C -0.9993 -6.2827 -2.3585
O 0.0571 -6.9246 -2.3853
O -1.9874 -6.6132 -1.5853
H -4.6279 -4.6001 -0.8833
H -3.1201 -4.3416 -0.2041
H -4.1357 -5.8191 0.2125
H -3.7916 -6.3905 -2.3662
H -2.5328 -3.7207 -2.1726
H -3.1701 -4.5753 -3.5983
C 2.8376 -3.3346 -2.3550
C 2.4043 -4.4070 -1.2784
C 3.3905 -5.5973 -1.1336
O 3.8502 -5.5968 0.2068
C 3.3720 -4.5075 0.8479
O 3.6681 -4.0703 1.9323
O 2.5704 -3.7856 0.0031
H 2.6119 -3.7506 -3.3369
H 3.9124 -3.1534 -2.3484
H 2.3079 -2.4002 -2.1695
H 1.3887 -4.6550 -1.5870
H 4.1387 -5.3405 -1.8834
H 2.8614 -6.4804 -1.4918
C -0.5623 -5.1950 1.1483
C 0.0771 -5.0738 2.5488
C 0.0129 -3.7741 3.3327
O -0.7547 -4.1415 4.4632
C -0.9621 -5.4381 4.4999
O -1.4975 -6.0507 5.4612
O -0.5628 -6.0134 3.3452
H -0.0852 -4.4861 0.4716
H -1.6388 -5.0343 1.2069
H -0.3065 -6.1606 0.7121
H 1.1261 -5.3603 2.4747
H -0.5493 -3.0118 2.7933
H 1.0220 -3.4276 3.5559
C 5.7135 5.4319 1.0231
C 5.0798 4.4646 0.0582
C 4.8610 5.0447 -1.3595
O 5.4849 4.0749 -2.1969
C 6.1359 3.1482 -1.4623
O 6.9286 2.2745 -1.8804
O 5.8940 3.3655 -0.1551
H 6.2039 4.9523 1.8702
H 4.9588 6.1443 1.3561
H 6.5221 5.9580 0.5156
H 4.0827 4.1700 0.3854
H 5.3966 5.9630 -1.6000
H 3.7904 5.2054 -1.4868
C 5.4802 -0.5947 0.6450
C 6.6451 -1.4199 1.3380
C 6.9135 -2.6814 0.5387
O 8.1788 -2.5182 -0.0047
C 8.7671 -1.3950 0.3762
O 9.8027 -0.9328 -0.1105
O 7.8489 -0.7111 1.2069
H 5.5777 -0.4232 -0.4270
H 5.3733 0.3616 1.1571
H 4.5128 -1.0940 0.6991
H 6.2110 -1.6262 2.3163
H 6.2189 -2.8218 -0.2895
H 6.8192 -3.5537 1.1854
O 1.7950 1.6447 2.9737
P 2.7175 1.2191 4.0762
N 2.4263 -0.3450 4.7866
C 2.8129 -1.4663 3.9630
C 1.0638 -0.5118 5.3450
N 2.5944 2.2468 5.4236
C 3.1336 1.8513 6.7147
C 2.1033 3.6440 5.2934
N 4.3930 1.2656 3.6732
C 4.7481 2.5270 3.0184
C 5.4096 0.8928 4.6556
H 3.8340 -1.2980 3.6207
H 2.1108 -1.6928 3.1605
H 2.8030 -2.3608 4.5858
H 0.4383 -0.9794 4.5846
H 0.5858 0.4625 5.4465
H 1.1003 -1.0824 6.2731
H 2.4434 2.1729 7.4947
H 3.3651 0.7869 6.7545
H 4.0407 2.4535 6.7663
H 1.4901 3.7305 4.3964
H 1.4500 3.8700 6.1362
H 2.7929 4.4578 5.0690
H 4.0716 2.8011 2.2089
H 4.6875 3.3464 3.7346
H 5.7171 2.4281 2.5291
H 5.6013 1.6637 5.4020
H 6.2874 0.7773 4.0199
H 5.0527 0.0366 5.2280
O -4.1107 -3.2889 3.5834
P -4.9263 -2.0455 3.5611
N -5.2207 -1.4155 2.0058
C -6.2997 -0.4865 1.6557
C -4.0160 -1.5429 1.1842
N -4.2211 -0.6865 4.3767
C -4.9216 0.6521 4.5255
C -2.8180 -0.6080 4.5626
N -6.5330 -2.2720 4.2449
C -7.3663 -3.3396 3.6309
C -6.6569 -2.2191 5.7311
H -7.1879 -0.6238 2.2724
H -6.5494 -0.6135 0.6023
H -5.9299 0.5127 1.8857
H -3.2425 -0.8181 1.4382
H -4.3814 -1.4341 0.1631
H -3.6808 -2.5750 1.2863
H -4.5104 1.3246 3.7727
H -5.9903 0.4485 4.4576
H -4.7654 1.0745 5.5181
H -2.4603 0.2582 4.0061
H -2.3755 -0.5088 5.5538
H -2.3373 -1.4684 4.0970
H -7.4570 -3.1743 2.5573
H -7.0360 -4.3780 3.6571
H -8.4045 -3.4422 3.9467
H -6.3342 -1.2159 6.0098
H -5.9589 -2.9623 6.1165
H -7.6561 -2.4681 6.0883
O -1.9126 -0.2800 -5.7931
P -1.0355 -1.0926 -6.6603
N -1.6405 -2.5716 -7.2350
C -2.6930 -2.6364 -8.2662
C -1.6354 -3.7624 -6.3559
N 0.4434 -1.4909 -5.9291
C 1.1316 -0.5010 -5.1620
C 1.3956 -2.5083 -6.3389
N -0.6413 -0.2820 -8.1587
C -0.7663 1.1519 -8.3337
C 0.1697 -0.8705 -9.2322
H -3.6501 -2.4731 -7.7707
H -2.6677 -3.6050 -8.7655
H -2.5364 -1.9548 -9.1023
H -1.0243 -3.6012 -5.4678
H -1.2500 -4.6061 -6.9284
H -2.6535 -4.0493 -6.0929
H 0.5190 0.3944 -5.0573
H 1.3916 -0.9193 -4.1895
H 2.0730 -0.2301 -5.6401
H 2.2803 -2.0331 -6.7627
H 1.7587 -3.0474 -5.4639
H 0.9541 -3.2532 -7.0010
H 0.0548 1.6217 -8.8751
H -1.6939 1.4016 -8.8489
H -0.8191 1.7025 -7.3946
H 1.2368 -0.6877 -9.1056
H -0.1426 -0.5951 -10.2396
H 0.0188 -1.9458 -9.1377
O -1.3511 2.6503 0.0392
P -2.0877 3.4239 -0.9767
N -1.2844 3.4342 -2.4897
C -1.3534 2.2553 -3.3966
C -0.0037 4.0288 -2.4491
N -2.5038 5.0691 -0.6339
C -2.7804 6.0557 -1.6499
C -2.9021 5.4097 0.6957
N -3.6139 2.8155 -1.3142
C -4.1901 1.8807 -0.3788
C -4.4784 3.1987 -2.4434
H -0.8824 1.4155 -2.8858
H -0.9703 2.3779 -4.4097
H -2.3917 2.0344 -3.6440
H 0.7301 3.3135 -2.0778
H 0.0375 4.9464 -1.8623
H 0.3544 4.2599 -3.4523
H -2.9178 7.0090 -1.1395
H -2.0267 6.1955 -2.4248
H -3.5838 5.7947 -2.3388
H -2.4905 6.3922 0.9264
H -3.9845 5.5037 0.6089
H -2.4632 4.6108 1.2934
H -5.0371 1.3167 -0.7695
H -3.4319 1.1785 -0.0323
H -4.3736 2.4637 0.5237
H -3.9707 3.8372 -3.1663
H -5.3248 3.7573 -2.0438
H -4.8098 2.3195 -2.9960
```

Results
DFT total energy in a.u.: -7666.45287
Molecular weight in g mol⁻¹: 1641.4
Gap between HOMO and LUMO (spin up / spin down) in eV: 7.7783 / 7.7789
Multiplicity: 2
<S²>: 0.779
E_LUMO (spin up / spin down) in eV: -0.12 / -0.12